# 1
19
Properties=species:S:1:pos:R:3:forces:R:3 method="wB97M-V/def2-TZVPD" total_energy_ev=-9470.6304 lumo_ev=0.8 homo_lumo_gap_ha=0.372 homo_ev=-9.36
H -2.808 -1.099 -0.021 0.1 0.0 0.0
H 0.939 -0.821 0.796 -0.1 0.1 0.0
C 0.556 -0.366 -0.125 0.2 -1.0 -0.6
O 1.321 0.629 -0.610 -0.1 0.2 0.2
H -1.173 0.650 1.954 0.1 0.0 -0.2
C -1.368 1.041 0.939 0.0 -0.4 0.0
O -0.802 2.318 0.761 0.3 0.0 0.0
H -1.445 -2.013 -0.707 -0.1 0.0 0.1
H 3.115 1.134 -1.301 0.0 -0.9 -0.1
H -1.148 0.454 -1.097 0.0 -0.1 0.1
H 0.156 2.209 0.714 -0.1 0.1 -0.1
C -0.931 -0.002 -0.123 0.1 -0.2 -0.2
H -2.456 1.192 0.866 0.3 -0.2 -0.1
H -1.537 -1.730 1.039 0.0 0.0 -0.1
H 3.144 -0.049 0.101 -0.1 0.1 -0.1
H 2.285 -1.068 -1.371 0.8 2.2 0.5
H 1.267 -1.476 -1.068 -1.5 1.4 1.2
C 2.619 0.281 -0.803 0.0 -1.2 -0.6
C -1.733 -1.285 0.055 -0.1 -0.1 0.0

# 2
14
Properties=species:S:1:pos:R:3:forces:R:3 method="wB97M-V/def2-TZVPD" total_energy_ev=-8831.3800 lumo_ev="-1.4 / -1.4" homo_lumo_gap_ha="0.281 / 0.281" homo_ev="-9.07 / -9.07"
H 1.220 -0.834 1.467 0.0 0.1 -0.1
C -1.680 -0.190 0.978 0.2 0.2 0.2
H -2.216 -1.113 1.279 0.1 0.1 0.0
H -1.135 0.946 -0.770 0.0 -0.1 0.1
C -1.300 -0.083 -0.461 -0.1 0.3 0.0
H -1.951 -0.614 -1.160 0.0 0.0 0.1
N 1.398 1.206 -2.577 -0.1 -0.6 0.8
C 1.463 -0.076 0.718 0.0 0.0 0.1
C 1.209 0.498 -1.672 0.1 0.6 -0.7
H -0.312 -0.796 -0.639 0.1 -0.2 -0.1
O -1.392 0.658 1.794 -0.2 -0.4 -0.4
C 0.999 -0.462 -0.644 0.0 0.1 0.1
H 1.139 0.909 1.076 0.1 -0.1 -0.1
H 2.558 -0.048 0.611 -0.1 0.0 0.0

# 3
143
Properties=species:S:1:pos:R:3:forces:R:3 method="wB97M-V/def2-TZVPD" total_energy_ev=-141790.7448 lumo_ev=-1.4 smiles="C[C@H](O)COc1c2c(c(S(=O)(=O)F)c(C(F)(F)C(F)(F)F)c1S(=O)(=O)C(F)(F)C(F)(F)C(F)(F)C(F)(F)F)C(=O)N(CCCCN)C2=O.C1CCOC1.C1CCOC1.C1CCOC1.C1CCOC1.C1CCOC1.C1CCOC1" homo_lumo_gap_ha=0.282 homo_ev=-9.10
C 8.153 -6.193 -9.918 0.0 -0.1 0.0
C -10.327 0.404 3.472 0.0 0.0 0.1
C -1.350 2.768 -5.531 -0.3 -0.1 -0.1
C -8.874 2.235 3.821 0.0 0.0 0.1
N 0.915 1.725 -1.950 0.4 -0.3 0.4
H 8.911 -5.726 -10.548 0.0 0.0 0.0
H -9.619 2.801 1.860 0.0 0.0 0.0
H 6.878 -4.243 -8.068 0.0 0.0 0.0
H 1.774 5.033 6.009 0.0 0.0 0.0
H 0.028 0.217 -4.205 0.0 -0.1 0.0
C -1.458 4.684 3.864 0.0 0.3 -0.2
O -3.595 -0.383 3.260 0.3 0.7 0.1
H 4.070 -4.720 -1.920 0.0 0.0 0.0
C 8.953 -7.786 -3.797 0.0 0.0 0.1
H 1.450 1.214 -4.324 0.0 -0.1 0.0
C 0.361 1.252 -4.300 0.1 0.1 0.0
F -7.382 4.890 0.146 0.2 -0.1 -0.1
H 2.137 4.148 8.903 0.0 0.0 0.0
F -6.609 2.367 1.158 -0.1 0.1 0.1
H 3.350 -5.850 -3.072 0.0 0.0 0.0
O -10.918 1.549 2.858 0.0 0.0 0.0
F -3.949 2.645 0.253 -0.2 0.0 0.0
C 4.732 -4.745 -5.192 0.0 -0.1 0.0
S -0.533 -2.554 -1.765 -0.3 0.6 -0.3
N -2.523 2.072 -4.962 0.2 -0.1 -0.2
H -1.027 2.218 3.374 0.1 -0.1 -0.1
O -1.553 -2.679 -2.742 0.0 -0.1 0.1
H -3.136 4.908 9.738 0.0 0.0 0.0
H -1.581 5.243 7.917 0.0 0.0 0.0
O -4.927 0.091 1.176 0.2 0.2 0.1
H -1.059 1.736 -2.762 -0.1 0.2 0.0
C -6.165 4.351 0.009 -0.2 0.0 0.1
C 5.218 -5.024 -3.779 0.0 0.0 0.1
H -0.968 5.538 4.330 0.1 0.0 0.0
C -4.081 4.335 6.586 0.0 0.0 0.0
H 9.314 -5.648 -8.177 0.0 0.0 0.0
H 6.761 -7.276 -7.792 0.0 0.0 0.0
C 8.629 -6.440 -8.491 0.0 0.0 0.0
H -9.137 2.479 4.853 0.0 0.0 0.0
C 2.595 2.682 7.380 0.0 0.0 0.0
F -6.156 3.602 -1.088 0.0 0.0 0.1
H 9.779 -5.190 -5.002 0.0 0.0 0.0
C 3.202 -3.788 -3.701 0.2 0.0 0.0
H 5.724 -5.984 -3.695 0.0 0.0 0.0
H -1.538 3.895 4.605 0.0 0.1 0.2
C -0.147 1.848 -5.633 -0.1 -0.2 0.2
C -0.041 2.022 -3.045 0.1 -0.1 -0.2
C -9.998 2.641 2.876 0.1 0.0 -0.1
H -7.932 2.724 3.586 0.0 0.0 0.0
F -3.829 -2.096 1.629 0.4 -0.6 -0.3
F -3.711 4.251 1.728 -0.4 -0.2 0.0
H -4.411 5.803 8.904 0.0 0.0 0.0
S -3.789 0.309 2.023 -0.6 -0.1 0.1
O -3.046 5.311 6.473 0.0 0.1 0.0
O 2.042 -0.297 -1.942 0.4 -0.1 -0.1
O 7.030 -5.319 -9.820 0.0 0.0 0.0
H 5.515 -5.322 -8.420 0.0 0.0 -0.1
H 2.119 -3.868 -3.656 0.0 0.0 -0.1
C -5.879 3.485 1.278 0.1 0.0 -0.2
H 9.138 -7.396 -8.377 0.0 0.0 0.0
F -5.276 5.331 -0.127 -0.1 0.0 0.0
H 1.040 1.585 6.288 0.0 0.0 0.0
F -5.240 -2.907 -0.114 0.2 -0.1 -0.1
H -1.571 3.141 -6.534 0.0 0.0 0.0
H -8.382 0.180 4.453 0.0 0.0 0.0
C 3.920 -4.923 -2.980 0.0 0.0 -0.1
O 8.409 -6.592 -4.363 -0.1 0.0 0.0
H 5.499 -4.279 -5.814 -0.1 0.0 0.0
H -2.389 1.072 -5.065 0.0 0.0 0.1
H -0.716 5.634 1.272 0.1 0.0 0.0
C 7.320 -6.341 -7.708 0.0 0.0 0.0
O 0.825 -2.379 -2.116 -0.4 -0.4 0.0
C 10.252 -5.966 -3.027 0.0 0.0 0.0
C -8.844 0.720 3.628 0.0 0.0 -0.1
C 1.362 4.653 6.950 0.0 0.0 0.0
H 0.352 4.465 2.718 0.1 -0.1 0.0
F -3.170 2.527 3.435 -0.6 -0.2 0.1
H -1.127 3.643 -4.920 0.0 0.1 0.0
C -4.091 2.080 2.582 -0.1 0.1 0.1
H -2.491 6.766 7.818 0.0 0.0 0.0
H 11.060 -7.575 -4.227 0.0 0.0 0.0
C -3.579 5.110 8.764 -0.1 0.0 0.0
C 0.449 2.183 -0.676 -0.1 -0.2 -0.1
C -0.186 -0.074 -0.834 -0.3 -0.4 0.2
H 3.385 4.702 7.781 0.0 0.0 0.0
F -2.238 -3.363 0.976 0.0 -0.2 -0.3
H 8.654 -4.643 -3.745 0.0 0.0 0.0
C -3.025 -2.338 0.585 0.2 -0.2 -0.1
H 0.207 2.328 2.123 0.1 -0.1 -0.3
F -4.016 -1.879 -1.553 0.1 -0.1 0.0
H 11.196 -5.424 -3.058 0.0 0.0 0.0
H -0.440 1.024 -6.286 0.1 0.0 -0.1
H 10.735 -8.068 -2.562 0.0 0.0 0.0
F -6.280 4.184 2.355 0.0 0.0 0.0
C -2.097 -1.132 0.285 0.2 0.3 -0.7
C 6.600 -5.228 -8.460 0.1 0.0 0.1
C -4.055 3.855 8.032 0.1 0.0 0.0
F -5.216 1.885 3.302 0.0 0.0 0.0
H 5.914 -4.244 -3.460 0.0 0.0 0.0
H -10.522 3.542 3.194 0.0 0.0 0.0
H 4.401 -5.667 -5.685 0.0 0.0 0.0
O -1.750 2.321 1.441 0.2 -0.2 0.0
C -2.575 5.679 7.768 0.1 -0.1 0.0
H 0.767 5.444 7.409 0.0 0.0 0.0
C -0.769 2.692 2.427 0.6 0.2 0.2
H -0.007 3.095 -3.202 0.0 0.1 0.0
H -10.515 -0.469 2.847 0.0 0.0 0.0
F -3.640 -3.979 -1.067 0.2 0.1 -0.2
C 9.264 -5.483 -4.080 0.0 0.0 0.0
O -1.224 4.838 1.447 0.3 0.1 -0.1
C 1.144 2.326 7.081 0.0 0.0 0.1
F -0.572 -3.818 -0.884 -0.2 -0.3 0.4
H -5.022 3.488 8.370 0.0 0.0 0.0
H 7.457 -6.124 -6.650 0.0 0.0 0.0
H 3.049 2.014 8.111 0.0 0.0 0.0
C -1.490 1.185 0.777 0.4 0.3 -0.1
O 3.620 -3.862 -5.070 0.0 0.0 0.0
H -3.894 3.536 5.867 0.0 0.0 0.0
C -0.999 -1.209 -0.645 0.1 0.1 0.7
H -5.040 4.804 6.341 0.0 0.0 0.0
C -4.377 3.125 1.443 0.1 0.1 0.0
H 0.635 1.949 7.975 0.0 0.0 0.0
O 0.806 3.175 -0.127 -0.2 0.4 0.1
C -0.460 1.101 -0.153 0.0 -0.1 0.2
H -10.801 0.240 4.447 0.0 0.0 0.0
C 10.379 -7.447 -3.383 0.0 0.0 0.0
C -0.706 4.217 2.618 -0.3 0.1 0.0
H 3.491 -2.813 -3.296 0.0 0.0 0.0
H 3.192 2.643 6.467 0.0 0.0 0.0
H 7.835 -7.127 -10.394 0.0 0.0 0.0
H 9.826 -5.855 -2.028 0.0 0.0 0.0
H -3.346 2.275 -5.514 -0.1 0.1 0.1
H 0.674 2.357 -6.135 0.0 0.2 0.0
H -3.323 3.052 8.150 0.0 0.0 0.0
C -3.998 -2.797 -0.586 -0.3 0.2 0.3
C -2.321 0.089 0.961 -0.2 -0.6 -0.2
O 0.513 3.540 6.668 -0.1 0.0 0.0
H 8.346 -8.075 -2.932 0.0 0.0 0.0
H -8.303 0.469 2.713 0.0 0.0 0.0
C 2.464 4.127 7.861 0.0 0.0 0.0
H 8.899 -8.584 -4.538 0.0 0.0 0.0
H -2.450 5.027 3.572 0.0 -0.2 0.1
C 1.056 0.296 -1.693 -0.6 0.6 -0.1

# 4
80
Properties=species:S:1:pos:R:3:forces:R:3 method="wB97M-V/def2-TZVPD" total_energy_ev=-160720.6515 lumo_ev=-6.7 charge=+2 homo_lumo_gap_ha=0.280 homo_ev=-14.32
H 1.328 -4.966 -0.207 0.0 0.0 0.0
H 1.986 -3.829 -2.166 0.0 -0.1 0.0
C 1.299 2.643 -0.663 0.1 -0.1 0.0
C -2.247 1.570 -3.594 0.0 0.0 0.0
H -1.180 4.589 -1.898 0.0 0.0 0.0
H 1.324 -0.156 2.937 0.0 0.0 0.0
H -4.170 1.382 -4.523 0.0 0.0 0.0
C -3.250 0.879 -4.260 0.0 0.0 0.0
H -0.875 -2.781 -2.411 0.0 0.0 0.0
H 0.501 0.348 5.199 0.0 0.0 0.0
H -0.381 4.363 4.003 0.0 0.0 0.0
P 1.606 1.387 0.582 0.0 0.2 0.1
H 0.617 5.178 -3.488 0.0 0.0 0.0
H 0.460 3.890 1.744 0.0 0.0 0.0
C 5.467 2.305 1.583 0.0 0.0 0.0
H -2.381 2.612 -3.340 0.0 0.0 0.0
C 5.446 -0.007 0.912 -0.1 0.1 0.0
C -3.122 -1.012 3.119 0.0 0.0 0.0
H 0.128 -5.384 -1.397 0.0 0.0 0.0
F 6.119 3.357 2.029 0.0 0.0 0.0
C 0.031 3.214 -0.796 0.0 0.0 0.1
C -2.753 -3.712 2.543 0.0 0.0 0.0
C -0.908 -0.401 -3.599 0.0 -0.1 0.0
H -1.387 -3.524 -0.313 0.0 -0.1 0.1
H 0.196 -3.429 -3.674 0.1 0.1 0.0
C -0.206 4.127 -1.809 0.0 0.0 0.0
H -3.488 0.801 -0.763 0.0 0.0 0.0
H -1.100 -0.737 2.444 -0.1 0.0 0.0
H -1.156 -5.064 0.508 0.1 -0.1 0.1
C 6.137 1.105 1.382 0.0 0.0 0.0
C -1.857 -0.524 -0.450 0.1 -0.3 -0.2
C -1.058 0.936 -3.265 0.0 0.0 0.0
C 2.309 2.970 -1.569 0.0 0.0 0.0
H -1.756 -2.143 -4.558 0.0 0.0 0.0
F 7.422 1.019 1.637 0.0 0.0 0.0
C 3.399 1.287 0.839 0.0 -0.3 -0.1
H -0.267 1.474 -2.759 0.0 0.0 0.0
C -0.023 3.372 3.762 0.0 0.0 0.0
C 0.476 1.113 4.436 0.0 0.0 0.0
C -0.647 -4.164 0.159 -0.2 0.2 0.0
F 3.478 3.533 1.508 0.0 0.0 0.0
C -3.315 -0.246 -0.523 0.0 0.0 0.0
C -3.071 -0.455 -4.605 0.0 0.0 0.0
H 3.291 2.520 -1.486 0.0 0.0 0.0
C 0.154 -2.856 -2.746 -0.1 0.0 0.0
C 2.059 3.873 -2.588 0.0 0.0 0.0
H -5.090 -1.583 3.747 0.0 0.0 0.0
H -2.607 -4.767 2.352 0.0 0.0 0.0
H -0.767 2.939 -0.120 0.0 0.0 0.0
H -3.258 0.034 3.361 0.0 0.0 0.0
F 6.088 -1.148 0.719 0.0 0.0 0.0
C 0.909 1.827 2.179 0.1 -0.1 -0.1
C -4.148 -1.919 3.338 0.0 0.0 0.0
C 4.096 0.097 0.650 -0.1 0.2 0.0
C 4.108 2.381 1.311 0.0 0.0 0.0
C 0.805 4.458 -2.703 0.0 0.0 0.0
H -3.781 -0.892 -1.262 0.0 0.0 0.0
C 0.939 0.834 3.163 0.0 0.0 0.0
O 0.686 -2.117 1.463 0.0 0.9 0.2
Br 3.211 -1.454 -0.001 -0.1 0.2 0.1
C -0.010 2.381 4.732 0.0 0.0 0.0
C 0.440 3.103 2.483 0.0 0.0 0.0
C 1.079 -3.455 -1.688 0.0 0.0 0.1
H 1.399 -2.669 -1.016 0.0 0.0 -0.1
H -4.756 -3.976 3.239 0.0 0.0 0.0
H -3.752 -0.452 0.455 0.0 0.0 0.0
O 1.279 -0.358 -2.085 -0.3 0.6 0.4
C -1.893 -1.108 -4.277 0.0 0.0 0.0
H -0.366 2.601 5.730 0.0 0.0 0.0
H -3.847 -0.988 -5.136 0.0 0.0 0.0
C -1.746 -2.785 2.306 0.0 0.0 -0.1
Ir 0.764 -0.559 -0.081 0.2 -0.6 -0.2
O -1.066 0.368 0.013 0.5 0.2 0.1
O -1.329 -1.600 -0.804 -0.2 0.1 0.0
C 0.497 -4.556 -0.787 0.0 -0.1 0.0
C -1.908 -1.441 2.600 0.1 0.0 0.0
S -0.158 -3.361 1.741 -0.2 -0.4 -0.3
S 0.668 -1.155 -3.263 0.0 -0.3 -0.2
H 2.844 4.129 -3.286 0.0 0.0 0.0
C -3.962 -3.267 3.052 0.0 0.0 0.0